# 1
15
Properties=species:S:1:pos:R:3:nbo_charge:R:1 method="wB97M-V/def2-TZVPD" relative_energy_kj_mol=587.2 orbital_gap_ev=8.06
C 1.900 -1.465 0.690 -0.755
C 0.007 -0.022 -0.442 0.109
C -1.131 -0.839 -0.622 -0.184
H 0.934 -1.763 1.244 0.228
H 2.548 -2.407 0.507 0.243
H 2.331 -0.458 1.161 0.243
H -1.001 -1.947 -0.634 0.215
H -3.344 1.371 -0.389 0.355
H -1.620 1.680 -0.284 0.447
H 1.060 2.989 1.023 0.165
N -2.431 -0.471 -0.408 -0.086
N -2.399 0.827 -0.174 -0.606
N 0.058 1.192 -0.108 -0.609
S 1.548 -0.950 -1.054 0.132
S 1.539 2.264 -0.510 0.100

# 2
10
Properties=species:S:1:pos:R:3:nbo_charge:R:1 method="wB97M-V/def2-TZVPD" relative_energy_kj_mol=444.9 smiles="C=CN([O-])P(=O)=O" total_charge=-1 orbital_gap_ev="6.97 / 7.01"
C 1.075 1.111 -1.234 -0.497
C 0.529 0.199 -0.417 -0.100
N -0.795 -0.158 -0.409 -0.098
O -2.193 -1.396 2.149 -1.104
O -1.763 0.519 -0.814 -0.432
O 0.292 -1.673 2.009 -1.135
P -0.889 -0.842 1.698 1.735
H 2.236 1.289 -1.131 0.193
H 0.473 1.380 -2.109 0.206
H 1.035 -0.429 0.259 0.231

# 3
28
Properties=species:S:1:pos:R:3:nbo_charge:R:1 method="wB97M-V/def2-TZVPD" relative_energy_kj_mol=441.3 orbital_gap_ev=7.99
C -0.976 1.076 0.430 -0.443
C -0.131 0.699 -0.550 -0.391
C -0.408 -2.398 0.053 -1.076
C -1.450 2.468 0.557 -0.662
C 0.500 1.612 -1.538 -0.670
C -0.863 -0.440 3.499 -1.172
C 0.290 -1.445 -2.769 -1.121
C 2.293 -0.942 -0.468 -1.132
Si -1.499 -0.247 1.705 1.312
Si 0.416 -1.047 -0.896 1.636
H 0.071 -3.127 0.564 0.198
H -1.341 -2.841 -0.329 0.220
H -1.084 2.977 1.463 0.217
H -2.433 2.726 0.376 0.229
H -0.935 3.055 -0.281 0.209
H 1.197 0.981 -2.186 0.226
H 1.128 2.271 -0.785 0.230
H -0.159 2.134 -2.142 0.223
H -1.188 -1.166 4.320 0.274
H 0.170 -0.982 3.394 0.258
H -0.748 0.507 4.020 0.243
H -0.177 -2.326 -3.159 0.242
H -0.300 -0.445 -3.162 0.220
H 1.348 -1.280 -3.305 0.236
H 2.215 -1.261 0.664 0.228
H 2.995 -1.617 -1.046 0.239
H 2.847 0.060 -0.345 0.238
H -2.951 -0.246 1.612 -0.212

# 4
55
Properties=species:S:1:pos:R:3:nbo_charge:R:1 method="wB97M-V/def2-TZVPD" relative_energy_kj_mol=0.0 total_charge=+1 orbital_gap_ev="3.97 / 3.97"
C -3.316 -1.090 -2.442 0.566
C -4.192 -0.250 -1.619 -0.760
C -2.827 -0.602 -3.733 -0.758
C -3.305 -2.528 -2.154 -0.760
H -3.572 -0.785 -4.528 0.308
H -1.906 -1.107 -4.056 0.269
H -2.643 0.480 -3.731 0.260
H -5.251 -0.397 -1.891 0.306
H -3.994 0.819 -1.741 0.261
H -4.114 -0.514 -0.556 0.268
H -4.235 -3.010 -2.503 0.306
H -3.259 -2.719 -1.074 0.267
H -2.484 -3.058 -2.650 0.262
C 0.483 2.096 0.051 -0.294
C 0.113 2.190 -1.325 -0.313
C -1.248 1.775 -1.436 -0.367
H 0.733 2.589 -2.128 0.252
C -1.725 1.459 -0.118 -0.357
C -0.649 1.644 0.801 -0.333
H -0.706 1.553 1.887 0.251
H 1.425 2.433 0.472 0.259
H -1.853 1.825 -2.338 0.221
H -2.751 1.206 0.142 0.230
C 0.813 -2.315 0.138 -0.323
C 1.892 -1.711 -0.578 -0.274
C 1.510 -1.571 -1.948 -0.320
H 2.875 -1.494 -0.168 0.272
C 0.183 -2.087 -2.083 -0.378
C -0.249 -2.548 -0.789 -0.369
H -1.187 -3.056 -0.569 0.228
H 0.838 -2.656 1.173 0.250
H 2.151 -1.234 -2.762 0.253
H -0.363 -2.203 -3.018 0.219
Sn -0.023 -0.170 -0.651 1.073
C 2.071 -1.347 3.394 -0.394
N 2.632 -0.027 3.540 -0.452
C 2.591 0.583 4.850 -0.199
C 3.580 1.722 4.938 -0.416
C 3.449 2.659 3.764 -0.203
N 3.450 1.906 2.528 -0.454
C 3.851 2.610 1.333 -0.417
C 2.812 0.697 2.391 0.806
O 2.412 0.274 1.280 -0.727
H 1.053 -1.331 2.983 0.188
H 2.053 -1.824 4.378 0.208
H 2.698 -1.947 2.726 0.213
H 1.575 0.960 5.072 0.180
H 2.831 -0.192 5.586 0.213
H 4.599 1.320 4.966 0.216
H 3.408 2.275 5.866 0.227
H 4.289 3.359 3.728 0.215
H 2.522 3.255 3.862 0.183
H 3.315 3.563 1.224 0.188
H 4.925 2.833 1.367 0.205
H 3.649 1.974 0.470 0.241

# 5
24
Properties=species:S:1:pos:R:3:nbo_charge:R:1 method="wB97M-V/def2-TZVPD" s_squared=0.760 multiplicity=2 total_charge=+1 orbital_gap_ev="9.67 / 5.42"
O -2.191 2.578 -0.715 -0.486
C -1.091 3.055 -0.718 0.422
C 0.144 2.652 -1.362 -0.515
C 0.967 1.882 -0.358 -0.451
C 0.733 0.393 -0.088 0.273
C 1.273 -0.473 -0.882 0.189
N 0.839 -1.857 -1.071 -0.869
N -0.067 0.049 1.114 -0.606
H -1.001 4.111 -0.284 0.113
H 0.666 3.679 -1.509 0.270
H -0.078 2.066 -2.281 0.254
H 0.961 2.184 0.674 0.250
H 1.966 1.942 -0.571 0.250
H 2.117 -0.246 -1.502 0.220
H 0.013 -1.837 -1.538 0.402
H 0.972 -2.348 -0.215 0.391
H -0.361 -0.898 1.082 0.418
H -0.899 0.614 1.115 0.419
H 1.435 -3.307 1.476 0.487
H 1.134 -3.961 0.090 0.503
O 0.748 -3.718 0.967 -0.939
H -0.555 -2.960 1.926 0.482
H -2.031 -2.774 1.769 0.478
O -1.295 -2.445 2.239 -0.956

# 6
118
Properties=species:S:1:pos:R:3:lowdin_charge:R:1 method="wB97M-V/def2-TZVPD" s_squared=0.757 multiplicity=2 orbital_gap_ev="8.12 / 3.87"
N -0.166 0.344 -0.535 -0.571
O -0.889 0.228 0.432 0.130
O -0.350 1.210 -1.308 0.208
O 0.682 -0.504 -0.866 0.224
C 3.351 -2.365 -0.021 -0.054
C 4.745 -1.691 -0.213 -0.490
C 5.666 -2.634 -0.911 -0.052
O 4.508 -0.504 -0.937 -0.044
H 2.637 -1.636 0.363 0.044
H 3.480 -3.139 0.735 0.080
H 3.026 -2.977 -0.863 0.063
H 5.007 -1.472 0.822 0.120
H 5.354 -2.837 -1.935 0.069
H 5.704 -3.608 -0.423 0.087
H 6.643 -2.151 -0.950 0.085
H 4.790 0.293 -0.481 0.072
C 5.310 -0.223 4.565 -0.068
C 4.706 0.446 3.327 -0.465
C 3.540 1.409 3.817 -0.128
O 2.744 2.005 2.743 -0.189
C 2.332 1.148 1.707 -0.110
N 5.724 1.099 2.618 0.043
H 6.060 -0.970 4.307 0.076
H 4.574 -0.814 5.110 0.074
H 5.779 0.463 5.271 0.079
H 4.324 -0.324 2.657 0.113
H 3.982 2.183 4.444 0.124
H 2.901 0.800 4.457 0.112
H 1.448 1.612 1.269 0.055
H 2.044 0.152 2.043 0.092
H 3.139 1.048 0.982 0.075
H 5.407 1.382 1.701 0.064
H 6.026 1.967 3.035 0.086
C -1.308 -4.924 1.120 -0.068
C -0.670 -3.858 0.263 -0.424
C -1.746 -3.259 -0.661 -0.176
O -1.947 -4.274 -1.662 -0.202
C -2.793 -3.946 -2.706 -0.109
N -0.048 -2.875 1.140 0.069
H -1.656 -5.849 0.660 0.080
H -2.140 -4.530 1.703 0.080
H -0.580 -5.236 1.868 0.075
H 0.119 -4.317 -0.333 0.141
H -1.447 -2.313 -1.112 0.097
H -2.715 -3.036 -0.213 0.121
H -3.706 -3.529 -2.282 0.069
H -3.053 -4.879 -3.205 0.094
H -2.230 -3.288 -3.367 0.080
H -0.815 -2.334 1.513 0.050
H 0.401 -2.236 0.499 0.014
C -0.150 4.673 -1.749 -0.081
C 0.406 5.155 -0.409 -0.410
C 0.050 4.126 0.656 -0.174
O 0.606 4.609 1.905 -0.184
C 0.133 3.998 3.113 -0.095
N 1.847 5.383 -0.638 0.041
H -1.214 4.437 -1.776 0.057
H 0.220 3.666 -1.943 0.057
H 0.171 5.326 -2.561 0.077
H -0.068 6.108 -0.177 0.138
H 0.454 3.143 0.413 0.090
H -1.034 4.067 0.755 0.106
H 0.000 2.921 3.006 0.068
H -0.789 4.452 3.477 0.072
H 0.885 4.210 3.873 0.088
H 2.029 5.921 -1.472 0.063
H 2.252 4.467 -0.767 0.066
C -3.558 1.749 -2.940 -0.060
C -4.136 1.987 -1.592 -0.411
C -4.762 0.758 -0.849 -0.208
O -5.604 0.044 -1.710 -0.170
C -5.954 -1.273 -1.206 -0.072
N -3.120 2.673 -0.780 0.072
H -2.842 0.932 -2.857 0.057
H -3.141 2.629 -3.429 0.090
H -4.279 1.307 -3.628 0.083
H -4.952 2.702 -1.699 0.137
H -5.379 1.112 -0.024 0.126
H -3.959 0.149 -0.434 0.098
H -6.974 -1.479 -1.531 0.084
H -6.014 -1.406 -0.126 0.083
H -5.321 -2.074 -1.588 0.060
H -2.304 2.084 -0.700 0.026
H -3.474 2.698 0.166 0.036
C -2.041 -0.533 4.208 -0.073
C -3.221 0.062 3.427 -0.381
C -2.991 1.580 3.258 -0.207
O -4.128 2.348 2.839 -0.198
C -3.804 3.740 2.547 -0.073
N -3.312 -0.639 2.117 0.057
H -2.160 -1.617 4.220 0.075
H -2.021 -0.268 5.265 0.076
H -1.043 -0.343 3.812 0.071
H -4.099 -0.188 4.023 0.139
H -2.105 1.697 2.634 0.101
H -2.701 2.004 4.219 0.119
H -3.388 4.130 3.476 0.080
H -4.746 4.250 2.345 0.092
H -3.112 3.843 1.711 0.053
H -2.482 -0.524 1.554 0.015
H -4.116 -0.315 1.597 0.038
C 2.455 -3.904 -4.790 -0.088
C 2.263 -2.433 -4.667 -0.441
C 0.794 -2.058 -4.319 -0.149
O 0.679 -0.607 -4.331 -0.201
C -0.613 -0.108 -4.264 -0.142
N 3.177 -1.962 -3.664 0.063
H 2.041 -4.519 -3.991 0.082
H 3.464 -4.312 -4.831 0.079
H 1.974 -4.249 -5.705 0.077
H 2.475 -1.942 -5.616 0.145
H 0.482 -2.355 -3.318 0.112
H 0.065 -2.485 -5.007 0.119
H -1.153 -0.519 -5.117 0.091
H -0.631 0.981 -4.294 0.094
H -1.051 -0.510 -3.350 0.056
H 3.102 -2.517 -2.824 0.039
H 4.029 -2.242 -4.128 0.071

# 7
82
Properties=species:S:1:pos:R:3:lowdin_charge:R:1 method="wB97M-V/def2-TZVPD" relative_energy_kj_mol=56.3 total_charge=+1 orbital_gap_ev=6.99
Tl 0.082 0.474 -0.208 0.916
Br 7.403 2.243 -2.406 0.722
C 5.596 1.680 -2.179 -0.686
C 4.962 0.976 -3.213 -0.107
C 3.667 0.570 -3.068 0.008
C 2.900 0.843 -1.892 -0.373
O 1.680 0.486 -1.848 -0.175
C 3.585 1.534 -0.838 -0.159
C 3.027 1.835 0.423 -0.085
N 1.874 1.502 0.921 0.034
C 1.604 1.921 2.218 -0.215
C 2.538 1.905 3.235 -0.006
C 2.263 2.501 4.471 -0.056
C 1.080 3.155 4.685 -0.023
C 0.086 3.163 3.685 -0.148
C -1.139 3.851 3.803 0.010
C -2.058 3.773 2.790 -0.020
C -1.771 2.968 1.678 -0.102
N -0.628 2.353 1.516 0.052
C 0.317 2.470 2.469 -0.183
C 4.926 1.946 -1.021 -0.086
H 5.516 0.760 -4.114 0.105
H 3.176 0.021 -3.857 0.118
H 3.684 2.437 1.061 0.139
H 3.500 1.438 3.076 0.119
H 3.018 2.477 5.244 0.112
H 0.883 3.673 5.611 0.117
H -1.321 4.456 4.678 0.123
H -2.993 4.308 2.831 0.112
H -2.505 2.847 0.892 0.111
H 5.416 2.473 -0.215 0.110
C 2.607 -4.869 -0.596 -0.029
N 2.574 -3.492 -0.186 -0.124
C 3.635 -2.686 0.063 -0.026
C 3.124 -1.461 0.394 -0.102
N 1.776 -1.502 0.344 0.043
C 1.462 -2.740 0.004 -0.453
P -0.203 -3.464 0.031 1.196
C -0.773 -2.401 1.409 -0.447
N -0.623 -1.094 1.561 0.002
C -1.052 -0.793 2.804 -0.089
C -1.475 -1.935 3.423 -0.028
N -1.293 -2.946 2.537 -0.124
C -1.578 -4.335 2.775 -0.031
C -0.825 -2.562 -1.421 -0.458
N -0.418 -1.362 -1.786 -0.001
C -0.979 -1.106 -2.986 -0.101
C -1.746 -2.174 -3.359 -0.025
N -1.637 -3.097 -2.368 -0.122
C -2.238 -4.402 -2.350 -0.027
H 3.607 -5.140 -0.930 0.100
H 2.331 -5.522 0.235 0.095
H 1.903 -5.024 -1.416 0.086
H 4.643 -3.033 -0.009 0.125
H 3.646 -0.570 0.669 0.098
H -1.036 0.212 3.172 0.104
H -1.864 -2.095 4.405 0.126
H -2.139 -4.434 3.702 0.099
H -2.170 -4.751 1.958 0.086
H -0.653 -4.911 2.863 0.097
H -0.785 -0.187 -3.499 0.123
H -2.346 -2.340 -4.229 0.126
H -2.906 -4.496 -3.205 0.099
H -1.473 -5.180 -2.413 0.093
H -2.811 -4.546 -1.432 0.090
Br -0.007 3.203 -1.694 0.872
C -1.885 3.001 -2.060 -0.547
C -2.461 3.996 -2.806 -0.124
C -3.821 3.946 -3.131 -0.064
C -4.583 2.911 -2.669 -0.028
C -4.020 1.882 -1.885 -0.158
C -4.836 0.834 -1.407 -0.029
C -4.303 -0.178 -0.665 -0.064
C -2.932 -0.176 -0.376 -0.133
C -2.094 0.820 -0.806 -0.192
C -2.618 1.890 -1.570 -0.233
H -1.860 4.824 -3.144 0.100
H -4.249 4.727 -3.741 0.111
H -5.636 2.854 -2.903 0.116
H -5.892 0.853 -1.629 0.115
H -4.918 -0.989 -0.304 0.106
H -2.539 -0.999 0.198 0.069

# 8
69
Properties=species:S:1:pos:R:3:nbo_charge:R:1 method="wB97M-V/def2-TZVPD" orbital_gap_ev=9.91
C 1.993 -0.136 4.254 -0.699
C 2.319 -1.200 3.227 0.343
N 1.985 -2.424 3.371 -0.630
C 3.100 -0.827 1.992 -0.497
C 2.491 0.318 1.173 -0.052
O 1.127 0.486 1.525 -0.564
C 0.423 1.257 0.573 -0.095
C -1.006 1.577 1.074 0.294
C -1.995 0.706 0.278 -0.435
C -1.705 -0.798 0.400 -0.493
C -2.831 -1.635 0.975 0.659
F -2.365 -2.902 1.169 -0.322
F -3.181 -1.178 2.202 -0.324
C -4.079 -1.792 -0.006 0.458
F -4.197 -3.075 -0.340 -0.295
F -3.791 -1.117 -1.135 -0.321
S -5.800 -1.209 0.597 2.366
F -5.565 -2.015 1.944 -0.456
F -6.518 -2.479 -0.032 -0.453
F -6.088 -0.418 -0.751 -0.455
F -5.142 0.094 1.210 -0.455
F -7.196 -0.727 1.158 -0.441
C -1.176 1.351 2.580 -0.847
B -2.558 1.808 3.209 1.156
O -2.698 1.613 4.558 -0.886
O -3.635 2.309 2.487 -0.934
O -1.352 2.926 0.698 -0.554
C -0.570 3.925 1.259 -0.105
Br 0.255 5.004 -0.144 -0.037
H 2.393 0.842 3.982 0.218
H 0.906 -0.029 4.301 0.236
H 2.368 -0.435 5.233 0.227
H 1.488 -2.557 4.253 0.326
H 4.125 -0.562 2.269 0.233
H 3.150 -1.725 1.374 0.232
H 2.559 0.071 0.105 0.175
H 3.035 1.262 1.313 0.171
H 0.982 2.182 0.377 0.186
H 0.376 0.711 -0.380 0.177
H -1.870 0.995 -0.771 0.224
H -3.015 0.975 0.542 0.249
H -1.442 -1.224 -0.569 0.246
H -0.856 -1.012 1.058 0.256
H -0.385 1.875 3.128 0.244
H -1.043 0.292 2.812 0.269
H -3.376 2.176 4.943 0.496
H -3.491 3.161 2.069 0.507
H 0.238 3.542 1.879 0.195
H -1.180 4.623 1.833 0.193
C -1.781 -2.113 -3.783 -0.396
Cl -2.044 -0.781 -4.917 -0.026
Cl -0.240 -1.958 -2.929 -0.024
H -2.585 -2.106 -3.057 0.229
H -1.771 -3.044 -4.338 0.227
C 0.440 -1.772 -7.478 -0.394
Cl 2.125 -2.183 -7.128 -0.031
Cl -0.299 -2.904 -8.617 -0.026
H -0.120 -1.805 -6.552 0.223
H 0.410 -0.780 -7.910 0.221
C 6.104 2.607 2.859 -0.393
Cl 6.329 0.919 2.378 -0.020
Cl 4.471 2.942 3.444 -0.027
H 6.801 2.827 3.658 0.225
H 6.294 3.234 1.996 0.225
C 6.030 -1.460 -7.450 -0.396
Cl 5.834 -3.154 -6.987 -0.022
Cl 7.584 -0.797 -6.929 -0.026
H 5.972 -1.392 -8.529 0.222
H 5.238 -0.885 -6.985 0.223

no.,M (g mol⁻¹)
1,149.244
2,120.024
3,170.404
4,434.192
5,150.178
6,656.928
7,1010.886
8,875.792